Entry 1:
{
  "formula": "C16H31MgN3O2",
  "method": "ωB97M-V with the def2-TZVPD basis set",
  "homo_energy_ha": -0.2489,
  "total_charge": 0,
  "spin_multiplicity": 1,
  "e_lumo_ev": -2.9862,
  "gap_ev": 3.79,
  "relative_energy_kcal_mol": 212.3,
  "symbols": ["Mg", "O", "O", "N", "N", "N", "C", "C", "C", "C", "C", "C", "C", "C", "C", "C", "C", "C", "C", "C", "C", "C", "H", "H", "H", "H", "H", "H", "H", "H", "H", "H", "H", "H", "H", "H", "H", "H", "H", "H", "H", "H", "H", "H", "H", "H", "H", "H", "H", "H", "H", "H", "H"],
  "positions_angstrom": [[-0.28855, 0.62434, 1.79623], [-0.69836, 3.38534, -0.34633], [-0.43895, -0.21964, 4.88687], [-3.81477, -0.59067, 0.21020], [3.97745, 1.55967, 1.89076], [0.08372, -2.75071, -0.17275], [-5.17301, -1.70963, -2.71727], [7.74262, 2.67111, 1.30079], [-5.70109, -0.77903, -1.60086], [-4.00298, -1.09550, -3.45762], [-0.53978, -6.27881, -0.56187], [0.10931, 5.10932, -1.79112], [-0.04085, -3.77070, -0.72909], [-1.10225, 4.33329, -1.32101], [7.08983, 3.20828, 2.56103], [-1.75788, 3.67761, -2.51712], [-0.19358, -5.06332, -1.38758], [-4.66759, -0.67093, -0.58361], [-1.52124, -5.92053, 0.54186], [5.57110, 3.60880, 2.27025], [4.66212, 2.49450, 2.07424], [-0.41666, -1.37239, 5.73444], [-5.01972, -2.70384, -2.29756], [-2.29825, -5.29806, 0.09814], [7.16962, 2.42828, 3.31821], [0.45142, -1.36220, 6.39355], [-2.67763, 3.14545, -2.27428], [0.53768, 5.69064, -0.97462], [7.23603, 1.82050, 0.84480], [-5.87585, 0.21766, -2.00602], [-0.15084, 5.72643, -2.65112], [-1.30423, -1.40297, 6.36641], [-0.27975, -2.29416, 5.16901], [8.82347, 2.54960, 1.37219], [-4.22919, -0.10728, -3.85808], [5.22451, 4.09402, 3.18270], [-3.60007, -1.71045, -4.26236], [-6.55387, -1.19773, -1.06648], [7.67451, 4.05623, 2.91772], [-0.87587, -7.17343, -1.08608], [-1.00547, -4.90989, -2.09849], [5.38846, 4.33685, 1.47988], [-1.87015, -6.83079, 1.02949], [-6.05278, -1.83448, -3.34854], [7.60418, 3.43867, 0.53936], [0.95770, 4.48764, -2.07721], [-2.07457, 4.44197, -3.22674], [-1.12059, 3.01325, -3.10071], [-1.04027, -5.32943, 1.32120], [-1.83485, 5.05854, -0.96688], [0.70839, -5.21828, -1.97964], [-3.15134, -0.96745, -2.78949], [0.36082, -6.61588, -0.04864]]
}


Entry 2:
{
  "formula": "C16H31N3O4S",
  "method": "ωB97M-V with the def2-TZVPD basis set",
  "homo_energy_ha": -0.3156,
  "smiles": "CSCC[C@H](NC(=O)OC(C)(C)C)C(=O)N[C@H](CC(C)C)C(N)=O",
  "total_charge": 0,
  "spin_multiplicity": 1,
  "e_lumo_ev": 0.6714,
  "gap_ev": 9.26,
  "relative_energy_kcal_mol": 2.4,
  "symbols": ["S", "O", "O", "O", "O", "N", "N", "N", "C", "C", "C", "C", "C", "C", "C", "C", "C", "C", "C", "C", "C", "C", "C", "C", "H", "H", "H", "H", "H", "H", "H", "H", "H", "H", "H", "H", "H", "H", "H", "H", "H", "H", "H", "H", "H", "H", "H", "H", "H", "H", "H", "H", "H", "H", "H"],
  "positions_angstrom": [[-4.55191, -2.22972, 0.51573], [1.65458, -2.85575, -2.06120], [-1.65032, 2.14136, 0.37067], [0.24200, -2.79842, 1.72387], [-0.54892, 0.73715, -1.04092], [-1.58641, 0.00229, 0.84974], [0.86648, -1.38012, 0.07884], [3.54853, -3.52998, -1.04823], [3.17582, -0.58972, -0.15733], [-0.02658, -1.95020, 0.89380], [-3.48078, -1.62146, -0.83017], [0.13500, 3.57264, -0.49979], [3.47780, 0.18142, 1.13372], [-4.34143, -4.02063, 0.31393], [-1.46703, -1.44000, 0.70288], [4.43476, 1.33056, 0.81862], [-2.01062, 3.23870, -1.78003], [-1.20643, 0.94363, -0.04017], [-1.37207, 3.34011, -0.39509], [2.21078, 0.72026, 1.79288], [-2.00525, -1.94332, -0.64316], [2.42637, -2.77922, -1.13529], [-2.02854, 4.45567, 0.41860], [2.24533, -1.79469, 0.03106], [-2.06248, -1.88120, 1.50818], [-5.07861, -4.49293, 0.95457], [3.96420, 2.03646, 0.13775], [2.45980, -2.31587, 0.97140], [4.11974, -0.93673, -0.58423], [-1.88109, 5.41133, -0.07520], [4.70616, 1.86108, 1.72815], [3.71797, -4.22914, -1.75270], [3.97179, -0.49916, 1.83705], [-4.52325, -4.28800, -0.72310], [-2.14219, 0.33889, 1.61979], [-1.87622, 4.17473, -2.31447], [-1.54880, 2.43739, -2.35040], [5.34621, 0.96090, 0.35394], [1.59403, -0.08706, 2.17666], [4.11840, -3.53593, -0.22161], [-3.07545, 3.03609, -1.68581], [-1.44669, -1.48407, -1.46011], [2.47135, 1.37108, 2.62508], [-1.84030, -3.02087, -0.69307], [0.59813, 2.78297, -1.08502], [-3.09411, 4.26697, 0.51745], [0.54650, -0.72293, -0.62714], [-3.64232, -0.54388, -0.84188], [-3.34269, -4.31587, 0.62191], [-1.59200, 4.49743, 1.41293], [1.62580, 1.29259, 1.07717], [0.58012, 3.58989, 0.49309], [0.32296, 4.52579, -0.98594], [-3.85215, -2.04391, -1.76435], [2.71406, 0.08338, -0.88307]]
}


Entry 3:
{
  "formula": "C16H31NO2",
  "method": "ωB97M-V with the def2-TZVPD basis set",
  "homo_energy_ha": -0.3162,
  "smiles": "CCCC[C@@H](CC)[C@H]1OC[C@@H](CN2CCCCC2)O1",
  "total_charge": 0,
  "spin_multiplicity": 1,
  "e_lumo_ev": 0.9917,
  "gap_ev": 9.60,
  "relative_energy_kcal_mol": 30.4,
  "symbols": ["O", "O", "N", "C", "C", "C", "C", "C", "C", "C", "C", "C", "C", "C", "C", "C", "C", "C", "C", "H", "H", "H", "H", "H", "H", "H", "H", "H", "H", "H", "H", "H", "H", "H", "H", "H", "H", "H", "H", "H", "H", "H", "H", "H", "H", "H", "H", "H", "H", "H"],
  "positions_angstrom": [[1.89716, 0.13722, 1.34521], [0.56109, 1.65923, 0.31487], [0.52050, 1.01101, -2.77574], [0.55210, -1.99867, 2.99703], [-3.02349, 0.01449, 1.45813], [-0.80877, 1.47170, -2.41093], [-1.39541, 2.32332, -3.53113], [-0.34963, -0.76963, 3.08148], [-1.46842, 1.51366, -4.82052], [1.20044, 0.35600, -1.67762], [-1.76799, 0.83531, 1.72583], [0.71997, 0.88808, 1.49332], [1.57465, -3.93149, 4.25986], [0.45509, 0.17038, -3.95809], [-0.07971, 0.97296, -5.14013], [2.67395, 0.78022, 0.36264], [1.61337, 1.35527, -0.58513], [-0.49427, -0.02069, 1.75248], [0.67749, -2.70303, 4.34593], [1.16988, -4.65050, 3.55079], [-0.53693, -0.74449, 0.93239], [1.92579, 2.28966, -1.05976], [-2.16443, 0.68087, -4.69126], [-0.19033, -0.71302, -3.79186], [0.13837, -2.69699, 2.26537], [-1.86314, 1.35874, 2.67965], [-2.38710, 2.67368, -3.23981], [1.08839, -2.00555, 5.07924], [0.04447, -0.08138, 3.83329], [-0.72616, 2.06142, -1.49828], [-1.48054, 0.61583, -2.20793], [-3.89883, 0.65968, 1.45196], [-0.31459, -3.00185, 4.69417], [-0.75371, 3.19209, -3.68466], [-2.95580, -0.47842, 0.49087], [3.26983, 1.58826, 0.81073], [2.57159, -3.64982, 3.92849], [0.82531, 1.60371, 2.33386], [1.53904, -1.69546, 2.64917], [-3.16901, -0.74758, 2.21998], [-0.10728, 0.33873, -6.02818], [0.59031, -0.44236, -1.21892], [-1.66278, 1.58681, 0.94233], [1.65815, -4.41620, 5.23007], [3.33121, 0.04000, -0.09012], [0.59793, 1.80633, -5.33106], [-1.33984, -1.08693, 3.41494], [-1.83327, 2.13366, -5.64155], [1.46386, -0.18651, -4.18409], [2.11145, -0.09772, -2.07732]]
}


Entry 4:
{
  "formula": "C16H31NOP2Pt",
  "method": "ωB97M-V with the def2-TZVPD basis set",
  "homo_energy_ha": [-0.4300, -0.5340],
  "total_charge": 2,
  "spin_multiplicity": 5,
  "e_lumo_ev": [-6.2898, -9.3352],
  "gap_ev": [5.41, 5.20],
  "relative_energy_kcal_mol": 92.4,
  "symbols": ["Pt", "P", "P", "O", "N", "C", "C", "C", "C", "C", "C", "C", "C", "C", "C", "C", "C", "C", "C", "C", "C", "H", "H", "H", "H", "H", "H", "H", "H", "H", "H", "H", "H", "H", "H", "H", "H", "H", "H", "H", "H", "H", "H", "H", "H", "H", "H", "H", "H", "H", "H", "H"],
  "positions_angstrom": [[-0.25329, -0.85506, 1.38351], [-0.24966, 2.65916, 2.13514], [0.45923, -2.56881, 0.23035], [-0.36076, 1.38876, 5.31800], [-0.34446, 1.02939, 2.93972], [-1.93707, 0.56194, -2.80072], [0.62984, 2.08331, 0.69306], [-0.06540, -1.83556, 3.23083], [1.16978, 0.55496, -3.19146], [0.59575, -1.68259, -1.77486], [0.39096, 1.34567, -2.19284], [0.39122, 0.67909, 0.27312], [-1.95044, 3.01464, 1.74107], [-0.33242, 1.11373, 4.17358], [1.10394, 3.69890, 2.67012], [-1.00121, -3.71801, 0.31945], [2.20710, -2.98891, 0.50643], [-1.52042, -0.91983, -3.02840], [1.47569, -0.92978, -2.81802], [-0.79727, -1.54091, -1.87061], [-0.95492, 1.30257, -1.95181], [0.78718, -1.40935, 3.77140], [-1.08762, -4.39298, -0.54440], [0.09328, -2.91510, 3.20163], [0.99002, 2.15252, -1.75196], [-2.91232, 0.61042, -2.28242], [0.72480, 0.62565, -4.20691], [2.15473, 1.06465, -3.27020], [0.97185, 4.21278, 3.62384], [-2.07454, 1.04087, -3.78712], [-0.94539, -4.29691, 1.24955], [-2.45465, 3.57823, 2.54018], [-1.98924, 3.63619, 0.83726], [-0.55685, 0.48502, -0.27959], [2.53918, -0.98789, -2.52263], [2.28334, -3.57564, 1.43287], [-0.96613, -1.01437, -3.98254], [-0.95896, -1.64117, 3.82961], [2.03205, 3.11119, 2.72871], [0.44268, 2.80409, -0.10388], [1.69731, 2.10627, 0.90546], [1.10748, -2.68875, -1.79237], [2.73725, -2.03372, 0.64089], [1.40075, -1.49088, -3.77665], [-2.47152, -1.47456, -3.12340], [-1.89806, -3.08216, 0.39403], [2.65161, -3.54565, -0.33828], [-1.48578, -2.15451, -1.26740], [-2.53917, 2.10035, 1.56553], [-1.39650, 2.01301, -1.23863], [1.23928, 4.45508, 1.88283], [1.22777, 0.31467, -0.32105]]
}


Entry 5:
{
  "formula": "C16H31NP2SZr",
  "method": "ωB97M-V with the def2-TZVPD basis set",
  "homo_energy_ha": -0.4718,
  "total_charge": 2,
  "spin_multiplicity": 1,
  "e_lumo_ev": -9.2439,
  "gap_ev": 3.59,
  "relative_energy_kcal_mol": 61.8,
  "symbols": ["Zr", "S", "P", "P", "N", "C", "C", "C", "C", "C", "C", "C", "C", "C", "C", "C", "C", "C", "C", "C", "C", "H", "H", "H", "H", "H", "H", "H", "H", "H", "H", "H", "H", "H", "H", "H", "H", "H", "H", "H", "H", "H", "H", "H", "H", "H", "H", "H", "H", "H", "H", "H"],
  "positions_angstrom": [[1.59503, -0.57034, -4.48347], [3.68293, 0.90708, -3.87312], [1.36408, -4.05325, -2.73535], [2.86312, -2.44969, -5.08092], [1.72567, -0.06703, -1.96151], [-0.87770, -2.84170, 2.67105], [1.46813, -3.77752, 2.28448], [0.24875, -3.45464, 3.08538], [-0.87384, -3.78804, 0.33003], [0.49045, -5.77097, -2.46572], [2.01126, -4.92955, -4.27345], [1.26964, -2.35066, 0.18349], [-0.42008, -0.95276, -3.76952], [2.05931, -2.61991, 1.39435], [2.76356, -4.44710, -1.52799], [-1.23255, -2.58527, 1.23855], [0.29575, -3.15347, -0.37256], [1.54204, -2.69045, -6.39271], [4.22963, -1.66131, -5.96622], [3.25616, -4.15177, -4.68551], [2.62904, 0.26570, -2.71425], [-0.72250, -1.64491, 0.88697], [-0.72302, -4.76943, 0.83387], [0.67332, -3.37750, -6.25774], [1.16902, -1.67734, -6.69284], [5.08426, -1.53231, -5.28959], [1.21925, -4.77469, -5.01671], [3.92703, -4.11845, -3.81909], [1.32673, -4.59516, 1.57749], [2.07197, -3.01849, -7.29768], [4.52250, -2.23567, -6.85615], [3.40666, -3.55847, -1.55837], [3.89017, -0.64502, -6.25376], [-1.01010, 0.01913, -3.61948], [0.33468, -3.80817, 4.13337], [2.09506, -1.69086, 1.97715], [0.95559, -6.54018, -3.11420], [2.33136, -4.50620, -0.51759], [-0.11781, -2.67440, -1.29303], [-0.26014, -1.42915, -2.75471], [3.33974, -5.35692, -1.75527], [-2.29499, -2.34365, 1.18783], [3.80851, -4.72702, -5.44812], [-1.02027, -1.59482, -4.45746], [0.52766, -6.13498, -1.42476], [2.29237, -4.07903, 2.95550], [-0.55775, -5.69497, -2.78298], [-1.71350, -4.00812, -0.36098], [1.42748, -1.40105, -0.33410], [-1.56987, -2.43900, 3.43622], [3.07838, -2.88774, 1.03595], [2.25700, -6.01656, -4.16983]]
}


Q: Which formula does entry 5 have?
A: C16H31NP2SZr